(1)
{"formula": "C8H5NO3", "method": "ωB97M-V with the def2-TZVPD basis set", "multiplicity": 1, "homo_energy_ev": -9.67, "total_energy_ev": -16005.3655, "species": ["C", "C", "C", "C", "C", "C", "C", "C", "H", "H", "H", "H", "H", "N", "O", "O", "O"], "xyz": [[0.650, 1.284, -0.055], [1.835, 0.721, -0.109], [2.035, -0.712, 0.071], [-0.318, -0.993, -0.248], [-1.474, -1.769, -0.057], [-2.828, 0.256, 0.138], [-1.748, 1.146, -0.122], [-0.651, 0.439, -0.104], [-0.235, 2.803, -0.504], [2.706, 1.247, -0.279], [-1.441, -2.829, -0.002], [-4.000, 0.611, 0.694], [-1.603, 2.246, -0.225], [-2.670, -1.047, 0.173], [0.710, 2.714, 0.161], [3.128, -1.139, 0.280], [0.945, -1.447, -0.187]], "forces_ev_per_a": [[-0.040, 1.031, 1.007], [-0.628, -1.706, 0.180], [0.563, 2.484, -1.290], [-3.226, 2.144, 1.995], [-0.253, 3.749, -0.254], [-3.771, 0.572, 2.012], [-2.900, -0.035, 0.425], [8.084, -0.230, -1.132], [4.217, 1.252, 2.867], [1.628, 1.287, 0.267], [-0.433, -0.704, -0.014], [3.752, -0.793, -2.317], [-1.502, -0.991, 0.606], [1.131, -1.658, -0.335], [-5.880, -2.621, -4.383], [-0.114, -1.390, 0.330], [-0.628, -2.391, 0.035]]}


(2)
{"formula": "C2H4N3P", "method": "ωB97M-V with the def2-TZVPD basis set", "multiplicity": 1, "homo_energy_ev": -9.87, "total_energy_ev": -15895.0779, "species": ["C", "C", "N", "N", "N", "P", "H", "H", "H", "H"], "xyz": [[1.857, -0.662, -0.089], [-0.153, -0.008, -0.120], [0.523, -1.081, -0.109], [1.968, 0.642, -0.048], [0.667, 1.086, -0.057], [-2.525, -0.015, -0.236], [2.549, -1.453, -0.121], [0.384, 2.022, -0.335], [-2.402, 0.725, 0.888], [-2.869, -1.256, 0.228]], "forces_ev_per_a": [[-3.021, 0.737, 0.198], [-3.482, 0.925, -0.192], [1.174, -1.455, -0.097], [0.357, 0.267, -0.406], [-0.612, -0.888, -0.247], [3.517, 1.212, -2.236], [1.459, -0.045, 0.129], [0.649, -0.265, 0.359], [-0.408, 0.388, 1.557], [0.366, -0.878, 0.935]]}


(3)
{"formula": "C2H8NS", "method": "ωB97M-V with the def2-TZVPD basis set", "multiplicity": 2, "s2": 0.75, "homo_energy_ev": [4.39, -0.20], "total_energy_ev": -14525.2533, "total_charge": -2, "species": ["S", "H", "C", "N", "C", "H", "H", "H", "H", "H", "H", "H"], "xyz": [[-0.781, 2.292, 2.022], [-0.075, 1.850, 3.090], [0.950, 0.382, -0.823], [-0.480, 0.071, -0.613], [-0.697, -1.344, -0.395], [1.325, 0.151, -1.820], [1.585, -0.166, -0.098], [1.073, 1.447, -0.638], [-0.595, 0.599, 0.269], [-0.254, -1.695, 0.558], [-1.774, -1.555, -0.409], [-0.278, -2.032, -1.145]], "forces_ev_per_a": [[0.119, 0.152, 0.407], [-0.130, 0.072, -0.222], [-0.239, -0.457, 0.182], [1.425, 0.699, 0.009], [-0.186, -0.478, 0.372], [-0.149, -0.182, -0.216], [-0.014, 0.150, -0.172], [0.140, 0.188, 0.024], [-0.908, -0.522, -0.313], [-0.194, -0.024, -0.060], [-0.035, -0.084, 0.264], [0.171, 0.488, -0.275]]}


(4)
{"formula": "C12H42N10O9", "method": "ωB97M-V with the def2-TZVPD basis set", "multiplicity": 1, "smiles": "NC(N)=O.NC(N)=O.NC(N)=O.NC(N)=O.NC(N)=O.CCO.CCO.CCO.CO", "homo_energy_ev": -8.49, "total_energy_ev": -46451.5039, "species": ["N", "C", "N", "O", "H", "H", "H", "H", "N", "C", "N", "O", "H", "H", "H", "H", "N", "C", "N", "O", "H", "H", "H", "H", "N", "C", "N", "O", "H", "H", "H", "H", "N", "C", "N", "O", "H", "H", "H", "H", "C", "C", "O", "H", "H", "H", "H", "H", "H", "C", "C", "O", "H", "H", "H", "H", "H", "H", "C", "C", "O", "H", "H", "H", "H", "H", "H", "C", "O", "H", "H", "H", "H"], "xyz": [[16.103, -15.444, 19.567], [16.184, -14.127, 19.583], [16.145, -13.633, 18.370], [16.336, -13.472, 20.752], [16.240, -15.934, 20.475], [15.925, -16.057, 18.672], [16.292, -12.634, 18.324], [16.199, -14.233, 17.549], [23.621, -9.162, 20.989], [23.257, -9.872, 19.992], [22.530, -9.232, 19.130], [23.766, -11.120, 19.808], [24.213, -9.676, 21.581], [23.206, -8.291, 21.398], [22.396, -9.840, 18.252], [21.998, -8.284, 19.123], [19.568, -13.938, 20.527], [20.644, -13.540, 21.175], [21.523, -13.053, 20.360], [20.820, -13.578, 22.523], [18.834, -14.460, 21.033], [19.533, -14.107, 19.482], [22.425, -12.721, 20.756], [21.550, -13.392, 19.397], [18.385, -11.553, 20.083], [19.102, -10.530, 19.758], [20.381, -10.761, 19.713], [18.649, -9.232, 19.590], [17.401, -11.438, 20.150], [18.775, -12.481, 20.262], [21.082, -9.986, 19.534], [20.824, -11.718, 19.927], [16.404, -16.545, 21.929], [17.670, -16.377, 22.221], [18.105, -15.199, 22.543], [18.497, -17.482, 22.130], [16.185, -17.556, 21.937], [15.670, -15.887, 22.173], [19.072, -15.119, 22.859], [17.432, -14.489, 22.930], [18.478, -18.190, 19.273], [19.442, -17.049, 19.094], [18.657, -16.009, 18.449], [17.706, -17.811, 19.890], [18.872, -18.984, 19.920], [18.133, -18.561, 18.320], [20.392, -17.204, 18.588], [19.867, -16.734, 20.060], [17.850, -15.785, 18.967], [18.810, -9.447, 23.380], [20.009, -10.351, 23.315], [20.908, -9.963, 22.260], [19.083, -8.377, 23.350], [18.221, -9.658, 24.253], [18.208, -9.613, 22.514], [19.896, -11.411, 23.044], [20.586, -10.293, 24.227], [20.641, -10.403, 21.436], [22.788, -15.637, 17.922], [22.997, -14.274, 17.469], [21.840, -13.537, 17.813], [22.224, -15.683, 18.879], [23.852, -16.004, 18.121], [22.434, -16.379, 17.178], [23.191, -14.153, 16.390], [23.773, -13.762, 18.075], [21.826, -12.773, 17.290], [18.817, -12.504, 16.976], [19.082, -12.726, 15.651], [18.955, -13.391, 17.452], [17.799, -12.114, 17.132], [19.531, -11.779, 17.316], [20.040, -12.716, 15.542]], "forces_ev_per_a": [[-0.534, -3.987, -1.209], [0.478, 1.717, 4.764], [-0.070, 2.373, -1.109], [-0.708, -2.375, -4.961], [-0.324, 0.156, -1.238], [0.371, 1.993, 2.505], [-0.114, -0.236, -0.535], [0.063, 0.639, 0.442], [0.933, 2.635, 4.065], [3.317, -5.229, -0.837], [-3.281, 0.912, -6.280], [-2.687, 4.890, 0.298], [0.653, -0.382, 1.195], [0.288, -1.547, -1.083], [0.128, 1.766, 1.743], [1.761, -2.368, 0.576], [-2.935, -2.441, -1.620], [0.839, -1.222, 7.334], [4.319, 0.773, -0.129], [-1.484, 0.019, -5.857], [0.702, 0.617, -0.356], [0.525, 0.143, 1.692], [-0.855, -0.294, -0.465], [0.217, 0.279, 0.047], [-2.417, -1.378, 0.151], [-1.847, 7.942, -0.724], [4.315, -0.265, -0.852], [1.493, -5.840, 0.447], [-0.605, 0.024, 0.312], [-0.372, 0.691, 0.021], [-2.184, -1.475, 0.372], [-0.907, 1.836, -0.510], [-3.017, -2.143, 0.332], [5.773, -6.820, 0.336], [-0.028, 2.911, 1.909], [-3.857, 5.428, 0.410], [-0.150, 1.041, -0.016], [0.290, -0.092, 0.302], [-0.107, 0.083, 0.055], [1.136, -0.905, -0.919], [1.514, -0.900, 0.388], [-0.442, 0.748, 0.742], [0.834, 0.644, -0.037], [-1.145, 0.339, 0.259], [0.182, -0.052, -0.478], [-0.196, -0.184, -0.202], [-0.525, -0.312, -1.114], [-0.786, 0.200, 0.187], [0.973, -0.618, -0.119], [0.234, 0.176, -0.308], [1.235, -0.367, -1.110], [0.480, 0.769, 0.213], [0.140, -0.524, 0.231], [-0.343, -0.011, 0.536], [-0.621, -0.057, -0.673], [-1.063, 0.110, 0.978], [0.174, -0.070, 0.355], [-0.029, 0.324, 0.481], [2.108, -2.990, 0.650], [0.578, 2.064, 0.121], [-1.383, -1.119, -0.174], [0.353, -0.024, -0.702], [-1.357, 0.068, 0.140], [-0.402, 0.747, 0.403], [0.155, -0.259, 0.397], [0.258, -0.569, -0.665], [-0.170, 1.927, -0.878], [-0.486, 2.410, -0.098], [0.251, -0.173, -2.623], [0.102, -2.587, 2.124], [0.536, -0.069, -0.327], [0.076, 0.622, 0.904], [-0.351, -0.131, -0.203]]}


Q: Which energy above the lowest of the compared OMol25 structures with the same formula, charge and spin values were calculated for the entries above? A: 107.9 47.2 15.3 145.5, in kcal per mole.